(1)
The following is a quantum chemistry calculation of C31H45BrN2P2V as an isolated structure in a non-equilibrium geometry, from OMol25.

Geometry as XYZ:
```
82
Properties=species:S:1:pos:R:3:mulliken_spin:R:1
C -1.801 -1.243 -9.341 0.001
C -1.891 -0.032 -8.637 0.001
C -2.313 1.120 -9.320 0.000
C -2.644 1.004 -10.679 0.000
N -2.564 -0.154 -11.337 0.002
C -2.156 -1.253 -10.699 -0.001
C -1.549 0.026 -7.242 -0.002
C -1.240 0.092 -6.069 0.001
C -0.918 0.152 -4.706 -0.001
C -1.471 -0.814 -3.850 -0.001
C -1.228 -0.722 -2.485 0.000
C -0.414 0.339 -2.053 0.001
C 0.164 1.291 -2.885 0.008
C -0.089 1.190 -4.247 -0.004
V -0.086 0.218 -0.008 0.007
P -2.347 0.415 0.664 0.001
H -2.377 2.081 -8.809 0.000
H -1.460 -2.154 -8.846 0.000
H -2.981 1.885 -11.231 0.000
H -2.101 -2.185 -11.266 0.000
H 0.327 1.900 -4.964 0.000
H -2.090 -1.611 -4.266 0.000
H 0.810 2.094 -2.526 -0.006
H -1.715 -1.456 -1.830 0.000
C -2.372 1.003 2.403 0.001
C -3.627 1.769 2.810 0.000
H -1.474 1.630 2.529 0.000
H -2.230 0.123 3.048 0.000
H -3.591 2.021 3.875 0.000
H -3.728 2.716 2.271 0.000
H -4.545 1.193 2.655 0.000
C -3.146 1.695 -0.410 0.006
C -4.358 1.320 -1.263 0.001
H -2.342 2.033 -1.083 -0.001
H -3.390 2.560 0.221 -0.003
H -4.649 2.188 -1.873 0.000
H -4.139 0.504 -1.964 0.000
H -5.239 1.045 -0.669 0.000
C -3.400 -1.090 0.606 0.000
C -4.710 -1.063 1.394 0.000
H -2.772 -1.919 0.970 0.000
H -3.608 -1.297 -0.454 0.000
H -5.268 -1.989 1.206 0.000
H -4.551 -1.011 2.477 0.000
H -5.372 -0.239 1.102 0.000
Br 2.030 1.343 -0.231 0.000
P -0.078 5.595 -1.075 0.650
C -1.641 4.960 -0.365 0.063
C -2.255 6.005 0.568 0.013
H -1.422 4.019 0.160 0.033
H -2.311 4.751 -1.211 -0.001
H -3.312 5.791 0.755 0.001
H -1.744 6.030 1.536 -0.002
H -2.193 7.012 0.142 0.001
C 1.237 4.687 -0.195 0.071
C 2.507 5.536 -0.118 0.015
H 1.414 3.737 -0.722 0.041
H 0.858 4.446 0.809 -0.005
H 3.217 5.104 0.595 0.001
H 3.007 5.607 -1.091 0.000
H 2.274 6.556 0.212 -0.001
C -0.050 4.931 -2.783 0.069
C -0.556 5.997 -3.755 0.010
H -0.661 4.021 -2.816 0.038
H 0.992 4.666 -3.004 -0.008
H -0.310 5.727 -4.784 0.000
H -1.641 6.117 -3.692 0.000
H -0.103 6.972 -3.549 -0.001
N 0.399 -1.814 -0.137 0.000
C 1.146 -2.404 0.966 -0.001
C 0.466 -3.175 1.901 0.000
C 1.201 -3.727 2.960 0.000
C 2.584 -3.515 3.051 0.000
C 3.226 -2.701 2.110 0.000
C 2.503 -2.140 1.051 0.001
H -0.434 -2.378 -0.309 0.000
H 0.949 -1.910 -0.994 0.000
H -0.617 -3.332 1.812 0.000
H 0.695 -4.344 3.705 0.000
H 3.164 -4.005 3.839 0.000
H 4.297 -2.514 2.188 0.000
H 2.975 -1.479 0.319 0.000
```

Its multiplicity is 2. Its net charge is +4. The value obtained for the electronic energy is -5516.7655 Ha.

(2)
The following is a quantum chemistry calculation of C31H45O3V as an isolated structure in a non-equilibrium geometry, from OMol25.

Geometry as XYZ:
```
80
Properties=species:S:1:pos:R:3:mulliken_spin:R:1
O -1.124 1.407 -4.140 0.001
C 0.261 1.690 -3.758 -0.011
C 0.096 3.197 -3.911 0.004
H 0.920 1.265 -4.497 -0.002
H 0.526 1.349 -2.748 0.049
C -1.432 2.824 -3.958 -0.009
H 0.553 3.527 -4.853 0.000
H 0.404 3.813 -3.066 0.000
C -2.386 3.104 -5.094 0.001
H -2.077 2.666 -6.046 0.000
H -2.569 4.161 -5.256 0.000
H -3.327 2.594 -4.838 0.000
C -2.091 3.177 -2.626 -0.018
H -1.483 2.859 -1.761 0.030
H -3.084 2.715 -2.564 0.000
H -2.231 4.272 -2.559 0.001
V -0.200 0.895 0.760 2.580
C 0.207 2.579 1.882 0.008
C 1.219 1.593 2.103 0.024
C 1.833 1.286 0.835 -0.001
H 1.500 1.184 3.070 0.000
C 1.237 2.137 -0.154 0.186
C 0.210 2.913 0.485 -0.024
H -0.399 3.677 0.012 0.006
H -0.420 3.010 2.661 0.007
H 2.648 0.587 0.681 0.030
H 1.585 2.244 -1.170 0.025
C -2.219 0.353 2.249 -0.070
C -2.518 1.651 1.759 0.032
C -2.583 1.591 0.335 -0.104
H -2.728 2.517 2.390 -0.001
C -2.274 0.230 -0.074 0.055
C -2.088 -0.541 1.133 0.116
H -2.002 -1.628 1.186 0.028
H -2.257 0.063 3.295 -0.012
H -3.072 2.331 -0.296 0.014
H -2.292 -0.174 -1.091 0.011
O 0.024 -0.647 -5.015 0.001
C -0.578 -0.073 -6.239 0.000
C -0.055 -0.764 -7.492 0.000
H -0.333 0.997 -6.277 0.000
H -1.674 -0.101 -6.159 0.000
C 0.984 -1.770 -6.981 0.000
H 0.416 -0.043 -8.158 0.000
H -0.847 -1.250 -8.059 0.000
C 0.794 -1.781 -5.455 0.000
H 1.990 -1.417 -7.228 0.000
H 0.877 -2.763 -7.426 0.000
H 1.746 -1.796 -4.919 0.000
H 0.283 -2.707 -5.162 0.000
C 4.315 -0.529 2.930 -0.002
C 3.134 -1.462 2.655 -0.002
C 3.624 -2.829 2.167 0.002
C 2.187 -1.594 3.853 -0.029
C 2.649 -1.616 5.156 0.001
C 1.771 -1.815 6.225 0.002
C 0.405 -1.985 5.991 0.002
C -0.112 -1.983 4.709 -0.003
C -1.600 -2.207 4.460 0.001
C -1.997 -3.677 4.455 0.000
C -2.475 -1.421 5.429 -0.001
C 0.771 -1.752 3.583 0.035
O 0.328 -1.634 2.388 0.010
H 4.988 -0.973 3.678 0.000
H 3.950 0.440 3.293 0.000
H 4.886 -0.367 2.004 0.000
H 2.520 -1.023 1.853 0.027
H 4.241 -3.314 2.938 0.000
H 2.755 -3.461 1.947 0.000
H 4.229 -2.717 1.258 0.000
H 3.720 -1.486 5.332 0.000
H 2.154 -1.844 7.244 0.000
H -0.274 -2.128 6.834 0.000
H -1.761 -1.839 3.446 0.001
H -1.871 -4.120 5.449 0.000
H -3.046 -3.791 4.157 0.000
H -1.369 -4.216 3.741 0.000
H -2.123 -0.389 5.501 0.000
H -3.519 -1.407 5.094 0.000
H -2.452 -1.867 6.429 0.000
```

Its multiplicity is 4. Its net charge is -1. The value obtained for the electronic energy is -2377.8649 Ha.

(3)
The following is a quantum chemistry calculation of C31H46Br6Cl2O14 as an isolated structure in a non-equilibrium geometry, from OMol25.

Geometry as XYZ:
```
99
Properties=species:S:1:pos:R:3:mulliken_spin:R:1
O -0.947 -5.113 -0.992 0.000
C -1.416 -4.647 -2.020 0.000
O -1.159 -3.384 -2.427 0.000
C -1.686 -3.167 -3.819 0.000
C -2.898 -4.105 -3.906 0.000
C -2.457 -5.271 -2.942 0.000
H -0.886 -3.494 -4.483 0.000
H -1.874 -2.145 -4.149 0.000
H -3.001 -4.541 -4.899 0.000
H -3.835 -3.648 -3.589 0.000
H -1.999 -6.026 -3.580 0.000
H -3.391 -5.582 -2.473 0.000
O -1.159 1.482 0.607 0.002
C -0.449 0.470 0.683 0.000
O -0.908 -0.860 0.859 0.001
C 0.198 -1.788 0.815 -0.004
C 1.324 -0.852 1.013 0.001
C 1.046 0.473 0.414 -0.144
H 0.215 -2.218 -0.186 0.001
H 0.217 -2.674 1.448 0.000
H 2.280 -1.311 0.762 0.004
H 1.578 -0.905 2.072 0.004
H 1.343 0.618 -0.624 0.091
H 1.601 1.161 1.053 0.020
O 2.780 -0.238 -2.110 0.022
C 3.016 -0.094 -3.293 0.007
O 2.841 -1.118 -4.085 -0.002
C 3.090 -0.774 -5.499 0.000
C 3.944 0.544 -5.381 0.001
C 3.476 1.133 -4.073 0.003
H 2.157 -0.536 -6.010 0.000
H 3.729 -1.521 -5.972 0.000
H 3.826 1.215 -6.232 0.000
H 5.001 0.282 -5.433 0.000
H 2.675 1.816 -4.357 -0.004
H 4.227 1.735 -3.561 0.001
O 0.330 6.089 3.301 0.001
C 0.481 4.932 3.742 0.000
O 1.060 4.499 4.910 -0.001
C 1.127 3.160 5.052 0.006
C 0.968 2.585 3.661 -0.042
C 0.129 3.674 2.934 -0.004
H 0.372 2.713 5.698 0.001
H 2.106 2.931 5.473 0.001
H 0.549 1.579 3.644 -0.011
H 1.982 2.640 3.266 0.039
H -0.939 3.544 3.107 0.000
H 0.381 3.804 1.882 0.001
O -5.720 -2.874 -1.479 0.000
C -4.905 -2.067 -1.079 0.000
O -4.497 -1.073 -1.815 0.000
C -3.701 -0.105 -1.181 0.000
C -4.234 -0.388 0.236 0.000
C -4.441 -1.846 0.341 0.000
H -3.889 0.931 -1.461 0.000
H -2.629 -0.261 -1.300 0.000
H -5.098 0.221 0.499 0.000
H -3.486 -0.089 0.970 0.000
H -5.098 -2.236 1.118 0.000
H -3.454 -2.310 0.341 0.000
O 0.818 4.659 -4.702 0.000
C 0.253 3.750 -4.068 0.001
O 0.778 3.021 -3.018 -0.004
C 0.014 1.856 -2.774 0.014
C -1.107 1.864 -3.810 0.000
C -1.062 3.300 -4.481 0.000
H -0.189 1.872 -1.703 -0.009
H 0.574 0.922 -2.787 0.005
H -2.021 1.693 -3.241 0.000
H -1.068 0.994 -4.465 0.000
H -1.818 4.009 -4.142 0.000
H -1.076 3.237 -5.569 0.000
O -2.056 1.904 6.485 0.000
C -2.284 1.073 5.621 0.000
O -1.296 0.246 5.209 0.000
C -1.770 -0.900 4.548 0.000
C -3.233 -0.598 4.274 0.000
C -3.574 0.821 4.861 0.000
H -1.828 -1.830 5.113 0.000
H -1.208 -0.914 3.614 0.001
H -3.779 -1.507 4.524 0.000
H -3.343 -0.477 3.196 0.000
H -4.487 0.777 5.453 0.000
H -3.707 1.545 4.057 0.000
C 4.676 -0.664 4.203 0.008
Cl 3.138 -1.560 4.281 0.001
Cl 4.331 1.006 3.836 0.017
H 5.093 -0.837 5.195 0.000
H 5.364 -1.210 3.557 0.000
C 2.753 -4.301 1.499 0.000
Br 0.995 -5.096 1.608 0.000
Br 3.588 -4.420 -0.288 0.000
Br 4.085 -4.852 2.828 0.000
H 2.708 -3.217 1.603 0.000
C 4.404 3.697 0.938 0.228
Br 3.115 5.162 1.095 0.150
Br 6.177 4.429 0.372 0.272
Br 3.643 2.316 -0.346 0.305
H 4.505 3.263 1.932 0.013
```

Its multiplicity is 2. Its net charge is -1. The value obtained for the electronic energy is -18626.5967 Ha.

(4)
The following is a quantum chemistry calculation of C31H46BrN3OP2Zn as an isolated structure in a non-equilibrium geometry, from OMol25.

Geometry as XYZ:
```
85
Properties=species:S:1:pos:R:3:mulliken_charge:R:1
N -4.773 -1.981 4.281 -0.591
C -3.827 -1.094 4.599 -0.455
C -3.748 0.157 3.995 -0.321
C -4.649 0.483 2.954 0.725
C -5.628 -0.477 2.616 -0.427
C -5.660 -1.685 3.327 -0.435
C -4.496 1.700 2.187 -0.563
Zn -0.333 1.570 -2.328 -0.281
P 4.355 -0.097 -1.823 0.682
C -5.043 1.870 0.936 -0.630
C -4.249 2.389 -0.153 0.469
C -4.379 1.895 -1.478 -0.649
C -3.245 1.872 -2.302 -0.017
C -2.028 2.330 -1.777 -0.726
C -2.031 3.226 -0.703 0.169
C -3.153 3.249 0.129 -0.616
Br 1.645 1.308 -3.384 -0.208
H -3.807 2.440 2.616 0.307
H -6.047 1.508 0.704 0.588
H -2.961 0.840 4.309 0.381
H -6.333 -0.308 1.808 0.279
H -3.083 -1.373 5.347 0.484
H -6.413 -2.442 3.094 0.375
H -5.312 1.445 -1.804 0.393
H -3.150 3.826 1.056 0.571
H -3.291 1.468 -3.317 0.523
H -1.168 3.865 -0.505 0.622
P -0.333 -1.284 -1.382 1.166
C 4.886 1.654 -1.479 -0.301
C 5.745 2.408 -2.478 -1.453
H 5.359 1.629 -0.485 0.529
H 3.932 2.193 -1.371 0.316
H 6.226 3.254 -1.968 0.359
H 6.544 1.808 -2.933 0.342
H 5.113 2.829 -3.271 0.374
C 4.558 -0.578 -3.616 -0.380
C 5.374 0.266 -4.572 -1.297
H 3.521 -0.608 -3.984 0.303
H 4.924 -1.620 -3.601 0.493
H 5.160 -0.089 -5.589 0.420
H 5.093 1.324 -4.544 0.227
H 6.459 0.178 -4.421 0.272
C 5.767 -0.992 -1.054 -0.714
C 7.176 -0.597 -1.483 -1.105
H 5.604 -2.061 -1.260 0.478
H 5.637 -0.850 0.029 0.448
H 7.888 -1.312 -1.052 0.396
H 7.312 -0.628 -2.571 0.211
H 7.477 0.396 -1.138 0.296
C 0.383 -2.825 -0.604 -1.101
C 1.863 -3.040 -0.912 -1.107
H -0.216 -3.680 -0.957 0.678
H 0.235 -2.744 0.483 0.563
H 2.161 -4.029 -0.544 0.420
H 2.090 -2.992 -1.985 0.258
H 2.489 -2.301 -0.397 0.192
C -0.575 -2.030 -3.060 -0.673
C -1.518 -1.245 -3.964 -1.043
H -0.939 -3.059 -2.900 0.467
H 0.430 -2.084 -3.507 0.279
H -1.658 -1.808 -4.895 0.448
H -2.505 -1.113 -3.507 0.254
H -1.105 -0.261 -4.225 0.188
C -2.077 -1.365 -0.722 0.402
C -2.251 -1.775 0.739 -1.418
H -2.649 -2.039 -1.378 0.665
H -2.478 -0.350 -0.871 -0.474
H -3.318 -1.722 0.998 0.373
H -1.913 -2.804 0.920 0.389
H -1.718 -1.107 1.430 0.201
N 0.570 2.050 5.699 -0.401
C 0.003 1.062 4.944 0.159
O -0.753 0.216 5.421 -0.568
C 0.317 1.149 3.478 0.569
C 0.379 2.370 2.794 -0.662
C 0.581 2.356 1.403 -0.691
N 0.752 1.230 0.700 0.049
C 0.810 0.079 1.384 -0.485
C 0.520 -0.029 2.748 -0.537
H 0.471 1.960 6.700 0.282
H 1.363 2.567 5.346 0.210
H 0.255 3.334 3.293 0.478
H 0.605 3.302 0.853 0.502
H 1.101 -0.811 0.814 0.605
H 0.468 -1.010 3.225 0.498
```

Its multiplicity is 1. Its net charge is +2. The value obtained for the electronic energy is -6483.7264 Ha. The relative energy (zero: lowest compared OMol25 entry of this formula, charge and spin) comes out at 1.4827 eV.

(5)
The following is a quantum chemistry calculation of a 2-piece molecular cluster, C31H46Cl2F3NO9P overall in a non-equilibrium geometry, from OMol25.

Geometry as XYZ:
```
93
Properties=species:S:1:pos:R:3:mulliken_charge:R:1
C 6.222 2.680 1.738 -1.328
C 5.050 1.500 1.554 1.279
C 4.102 1.653 2.924 -1.152
C 5.860 0.076 1.543 -1.042
C 4.263 1.876 0.170 -1.225
C 3.367 0.675 -0.488 2.129
C 2.616 -0.310 0.584 -0.237
C 4.361 -0.223 -1.490 -1.017
C 2.165 1.237 -1.507 -0.472
C 1.156 0.209 -2.358 -0.472
C -0.056 0.712 -3.346 -0.849
C -0.354 2.339 -3.559 0.120
O -1.453 2.696 -4.470 -0.345
C -2.381 3.671 -3.877 -0.482
C -3.928 3.117 -4.183 -0.477
O -3.886 1.667 -3.900 -0.312
C -4.973 1.263 -2.994 -0.955
C -4.646 1.566 -1.388 0.345
C -4.017 0.202 -0.710 -0.183
C -2.882 -0.650 -1.588 -0.264
N -2.244 -1.930 -1.095 0.426
O -1.353 -2.536 -1.910 -0.361
C -2.592 -2.529 0.266 -0.002
C -1.817 -3.943 0.649 -0.654
C -0.188 -3.772 0.844 0.869
O 0.206 -3.449 2.242 -0.602
C 0.494 -5.230 0.500 0.588
F -0.187 -6.245 1.381 -0.264
F 0.259 -5.654 -0.902 -0.235
F 1.978 -5.259 0.741 -0.237
C -3.717 -1.807 1.260 -0.114
C -4.057 -2.559 2.703 -1.147
C -2.798 -2.481 3.770 0.330
C -3.040 -1.407 4.998 -0.518
C -2.236 0.017 4.787 0.405
O -2.224 0.925 5.801 -0.554
O -1.526 0.419 3.549 -0.390
C -4.446 -0.381 0.786 0.372
P -5.724 0.551 1.915 0.780
O -5.237 0.357 3.440 -0.531
O -7.369 -0.088 1.716 -0.540
O -5.690 2.303 1.654 -0.445
C 0.635 3.373 -2.760 -0.486
C 1.876 2.852 -1.767 -0.465
H 6.755 2.601 2.794 0.390
H 5.748 3.730 1.528 0.283
H 7.035 2.430 0.928 0.361
H 4.774 2.070 3.799 0.351
H 3.542 0.657 3.179 0.233
H 3.324 2.520 2.678 0.232
H 5.259 -0.828 2.040 0.223
H 6.323 -0.217 0.492 0.060
H 6.804 0.227 2.258 0.390
H 5.092 2.166 -0.627 0.227
H 3.647 2.873 0.399 0.278
H 1.713 -0.935 0.123 -0.525
H 3.383 -1.131 0.972 0.171
H 2.137 0.322 1.461 0.211
H 3.790 -0.707 -2.388 0.141
H 5.307 0.370 -1.844 0.297
H 4.755 -1.112 -0.818 0.254
H 1.331 -0.950 -2.245 0.776
H -0.730 -0.065 -3.918 0.620
H -2.221 3.855 -2.729 0.310
H -2.275 4.678 -4.492 0.293
H -4.738 3.670 -3.526 0.330
H -4.141 3.237 -5.328 0.324
H -5.177 0.109 -3.063 0.389
H -5.955 1.840 -3.296 0.435
H -5.700 1.876 -0.921 0.183
H -3.949 2.502 -1.235 0.234
H -2.578 -0.255 -2.647 0.248
H -0.491 -2.048 -1.750 0.235
H -2.270 -4.449 1.604 0.248
H -2.036 -4.687 -0.253 0.563
H 0.214 -2.902 0.169 -0.488
H 0.275 -2.437 2.238 0.368
H -5.082 -2.234 3.168 0.451
H -4.180 -3.713 2.424 0.385
H -2.626 -3.573 4.205 0.375
H -1.862 -2.140 3.155 -0.366
H -4.186 -1.242 5.251 0.284
H -2.573 -1.906 5.969 0.340
H -1.875 1.291 3.196 0.314
H -7.997 0.380 2.344 0.354
H -6.631 2.639 1.480 0.338
H 0.444 4.534 -2.887 0.273
H 2.518 3.696 -1.273 0.234
C 7.235 -0.859 -4.036 -0.310
Cl 5.789 -0.172 -4.786 -0.132
Cl 6.914 -1.351 -2.368 -0.067
H 7.552 -1.733 -4.610 0.319
H 8.028 -0.108 -4.038 0.276
```

Its multiplicity is 1. Its net charge is +1. The value obtained for the electronic energy is -3500.8873 Ha. The relative energy (zero: lowest compared OMol25 entry of this formula, charge and spin) comes out at 26.7978 eV.